[1]
Density functional theory data (ωB97M-V/def2-TZVPD) for one molecule with the formula C3H10N4O at a distorted geometry.

Geometry as ORCA input:
```
! wB97M-V def2-TZVPD RIJCOSX def2/J DEFGRID3
* xyz 0 1
N 1.883 -1.477 -0.704
N 0.566 -1.690 -0.461
C -0.249 -0.690 -0.257
C 0.165 0.709 -0.189
C 0.917 1.292 1.021
O 0.924 2.679 0.713
N -1.578 -1.055 -0.070
N -2.668 -0.210 -0.174
H 2.402 -2.217 -0.303
H 2.053 -1.826 -1.707
H -0.778 1.374 -0.131
H 0.572 1.101 -1.098
H 1.887 0.825 1.105
H 0.327 1.305 1.961
H 1.858 2.900 0.579
H -1.774 -2.054 0.000
H -3.279 -0.434 0.660
H -3.228 -0.532 -0.945
*
```

Output
* molar mass: 118.14 g mol⁻¹
* relative energy (zero: lowest compared OMol25 entry of this formula, charge and spin): 98.2 kcal/mol
* frontier orbital gap: 8.93 eV
* SMILES string: N/N=C(\CCO)NN
* lowest unoccupied orbital energy: 0.0367 hartree
* calculated total energy: -11277.94438 eV
* largest force on an atom: 4.26 eV/Å

***

[2]
Density functional theory data (ωB97M-V/def2-TZVPD) for one molecule with the formula C3H10N4S at a distorted geometry.

Geometry as ORCA input:
```
! wB97M-V def2-TZVPD RIJCOSX def2/J DEFGRID3
* xyz 0 1
N -2.676 0.133 -0.020
N -1.857 -0.826 -0.634
C -0.943 -1.370 0.025
N -0.396 -0.647 1.134
N -0.136 0.741 0.848
C 0.818 0.816 -0.363
C 2.226 0.809 -0.061
S 2.521 -1.007 0.063
H -3.404 0.206 -0.685
H -2.873 0.059 0.957
H -0.253 -2.257 -0.375
H 0.375 -1.054 1.771
H -1.217 1.025 0.282
H 0.565 1.853 -0.962
H 0.562 0.072 -1.135
H 2.358 1.384 0.878
H 2.775 1.519 -0.784
H 1.557 -1.457 -0.940
*
```

Output
* molar mass: 134.21 g mol⁻¹
* relative energy (zero: lowest compared OMol25 entry of this formula, charge and spin): 93.0 kcal/mol
* frontier orbital gap: 9.17 eV
* SMILES string: N/N=C\NNCCS
* lowest unoccupied orbital energy: 0.0285 hartree
* calculated total energy: -20063.73116 eV
* largest force on an atom: 5.92 eV/Å